No. 1
ORCA calculation (wB97M-V/def2-TZVPD) on C5H10O as an isolated structure.

Geometry as XYZ:
```
16
Properties=species:S:1:pos:R:3:forces:R:3
C 0.519477 0.787360 1.000949 0.35 0.35 0.39
C -1.618639 0.355312 0.318921 -0.07 0.16 0.14
C -1.171683 -0.691773 -0.601706 0.79 -0.48 0.04
C 0.270508 -0.869632 -0.040350 -0.93 -0.07 -0.79
C 1.336933 -0.862725 -0.933424 0.03 0.10 0.26
O 0.805263 1.867693 0.173158 0.11 -0.30 -0.12
H 1.400212 1.547602 -0.526718 -0.21 0.02 0.15
H 1.422478 0.354673 1.444066 0.03 -0.12 -0.18
H -0.053797 1.147045 1.850098 -0.22 0.05 -0.12
H -2.061355 0.072448 1.266144 -0.02 0.08 -0.06
H -1.740050 1.370618 -0.032196 -0.03 -0.02 0.13
H -1.732604 -1.624896 -0.535336 -0.03 0.04 -0.08
H -1.132366 -0.363124 -1.638626 -0.03 -0.03 0.02
H 0.225591 -1.506136 0.838125 0.27 0.26 0.19
H 2.349697 -0.700554 -0.579851 0.04 -0.23 0.00
H 1.180333 -0.883910 -2.003253 -0.07 0.18 0.02
```
Positions in Å, forces in eV/Å.

The total energy comes out at -271.5422 a.u. For the largest force on an atom, the calculation gives 1.2 eV Å⁻¹. The relative energy (zero: lowest compared OMol25 entry of this formula, charge and spin) comes out at 552.5 kJ/mol. The value obtained for the HOMO energy (alpha / beta) is -0.2648 / -0.2759 hartree.

=====

No. 2
ORCA calculation (wB97M-V/def2-TZVPD) on C5H10O in the gas phase.

Geometry as XYZ:
```
16
Properties=species:S:1:pos:R:3:forces:R:3
C 1.773889 0.001370 -0.645814 0.08 0.01 -0.04
C 0.771120 0.157968 0.479104 0.24 0.02 0.06
C -0.421332 1.096489 0.156839 0.00 0.01 0.03
C -1.372094 -0.128562 0.268680 -0.02 0.01 0.32
O -1.927324 -0.559648 -0.954806 -0.33 0.15 -0.14
C -0.197294 -1.038052 0.648173 0.01 -0.07 0.05
H 2.313152 0.938820 -0.821990 -0.02 -0.13 -0.01
H 1.256734 -0.277336 -1.573188 0.12 0.04 0.15
H 2.501124 -0.781657 -0.405031 -0.04 0.10 -0.10
H 1.276025 0.422888 1.412316 0.01 0.00 -0.11
H -0.379495 1.538427 -0.849904 -0.07 -0.20 0.23
H -0.584027 1.905963 0.879187 -0.06 -0.25 -0.10
H -2.129176 -0.067841 1.064329 -0.02 0.15 -0.27
H -2.561634 0.106411 -1.246986 0.05 -0.12 -0.01
H -0.255308 -1.458005 1.657555 0.02 0.09 -0.17
H -0.064353 -1.857239 -0.068466 0.05 0.19 0.11
```
Positions in Å, forces in eV/Å.

As for the structure (SMILES): C[C@H]1C[C@@H](O)C1. The total energy comes out at -271.7178 a.u. For the largest force on an atom, the calculation gives 0.4 eV Å⁻¹. The relative energy (zero: lowest compared OMol25 entry of this formula, charge and spin) comes out at 91.5 kJ/mol. The value obtained for the HOMO energy is -0.3592 hartree.

=====

No. 3
ORCA calculation (wB97M-V/def2-TZVPD) on a 2-piece molecular cluster, C5H10O overall.

Geometry as XYZ:
```
16
Properties=species:S:1:pos:R:3:forces:R:3
C -1.410213 1.009828 -0.900574 0.19 0.10 0.09
C 0.023019 0.468902 -0.823404 1.41 1.73 -0.79
C 0.922492 0.508865 0.359966 0.00 -1.01 1.18
C 1.999522 -0.254393 0.506197 0.32 0.33 0.00
O 0.377345 -1.730909 1.522027 -1.08 -0.67 0.17
C -0.673294 -1.539304 0.964570 -0.14 -0.64 0.60
H -1.509318 1.719682 -1.731068 0.01 -0.09 0.22
H -2.150987 0.218604 -1.097198 0.40 0.06 0.14
H -1.729768 1.513137 0.018584 0.17 0.00 -0.11
H 0.249344 -0.248194 -1.617220 0.11 -0.15 0.49
H 0.890373 1.275272 -0.918170 -1.92 0.12 -2.06
H 0.628264 1.269905 1.078765 0.14 -0.18 0.22
H 2.533245 -0.268350 1.443200 0.33 0.27 -0.17
H 2.236747 -1.018300 -0.233132 -0.03 0.12 0.23
H -1.006211 -2.165646 0.119264 0.02 0.08 -0.09
H -1.380560 -0.759100 1.308193 0.08 -0.06 -0.12
```
Positions in Å, forces in eV/Å.

As for the structure (SMILES): C=CCC.C=O. The total energy comes out at -271.6065 a.u. For the largest force on an atom, the calculation gives 2.8 eV Å⁻¹. The relative energy (zero: lowest compared OMol25 entry of this formula, charge and spin) comes out at 383.7 kJ/mol. The value obtained for the HOMO energy is -0.2940 hartree.

=====

No. 4
ORCA calculation (wB97M-V/def2-TZVPD) on a 2-piece molecular cluster, C5H10O overall.

Geometry as XYZ:
```
16
Properties=species:S:1:pos:R:3:forces:R:3
C -0.664435 -2.051035 -1.056762 0.17 0.10 -0.19
C -0.833627 -0.571853 -0.880294 -0.24 -0.56 -0.20
C 0.185890 0.255024 -0.660857 -0.21 0.43 -0.07
C -0.008422 1.658537 -0.289204 0.17 -0.47 0.10
C 0.912554 2.440437 0.261349 -0.38 0.77 -0.06
H -1.043683 -2.601799 -0.193345 0.01 0.09 0.06
H 0.394646 -2.266485 -1.168513 0.11 -0.23 0.05
H -1.182559 -2.449380 -1.929511 -0.08 0.14 -0.06
H -1.860823 -0.205846 -0.930024 0.22 0.15 0.29
H 1.205496 -0.106714 -0.746078 0.06 -0.11 0.23
H -1.024999 2.018988 -0.379507 -0.06 0.16 -0.12
H 0.627780 3.460807 0.515340 0.18 -0.20 0.09
H 1.934367 2.164190 0.470888 0.10 -0.25 -0.15
H 0.285445 -0.521860 1.561426 -0.12 0.02 -0.03
H 0.886360 -0.389195 2.956327 -0.05 -0.01 0.01
O 0.186009 -0.833815 2.468766 0.11 -0.02 0.03
```
Positions in Å, forces in eV/Å.

As for the structure (SMILES): C=C/C=C/C.O. The total energy comes out at -271.7063 a.u. For the largest force on an atom, the calculation gives 0.9 eV Å⁻¹. The relative energy (zero: lowest compared OMol25 entry of this formula, charge and spin) comes out at 121.7 kJ/mol. The value obtained for the HOMO energy is -0.3276 hartree.

=====

No. 5
ORCA calculation (wB97M-V/def2-TZVPD) on C5H10O in the gas phase.

Geometry as XYZ:
```
16
Properties=species:S:1:pos:R:3:forces:R:3
C 1.719269 -0.333429 0.632141 0.26 0.05 -0.10
O 0.469053 -0.403589 1.276672 0.07 -0.01 0.10
C -1.412049 0.718714 -0.054968 0.21 -0.01 -0.33
C -0.595178 1.837908 -0.560246 -0.01 -0.07 0.08
C -1.032251 -0.620222 -0.606463 -0.04 0.10 -0.02
C -0.442737 -1.287798 0.653551 -0.22 -0.20 0.05
H 2.393454 -1.120228 1.002235 -0.10 0.12 -0.10
H 1.628211 -0.429841 -0.459541 0.06 0.03 0.21
H 2.146274 0.649406 0.855372 0.02 -0.21 -0.01
H -1.323166 2.262002 -1.280090 0.06 0.02 0.02
H -0.447461 2.624661 0.189707 -0.11 -0.14 -0.16
H 0.342754 1.636493 -1.110578 -0.23 -0.11 0.14
H -1.927389 -1.183894 -0.902679 0.15 0.07 0.11
H -0.304793 -0.645234 -1.439532 -0.14 0.13 0.14
H 0.028714 -2.258424 0.425096 -0.08 0.23 -0.04
H -1.242701 -1.446525 1.379321 0.10 0.00 -0.09
```
Positions in Å, forces in eV/Å.

The total energy comes out at -271.5897 a.u. For the largest force on an atom, the calculation gives 0.4 eV Å⁻¹. The relative energy (zero: lowest compared OMol25 entry of this formula, charge and spin) comes out at 427.7 kJ/mol. The value obtained for the HOMO energy is -0.2984 hartree.

=====

No. 6
ORCA calculation (wB97M-V/def2-TZVPD) on C5H10O in the gas phase.

Geometry as XYZ:
```
16
Properties=species:S:1:pos:R:3:forces:R:3
C -1.508661 0.687640 -0.176566 0.01 0.02 -0.04
C -0.615108 -0.198937 0.672409 -0.07 0.02 0.04
C -0.299024 -1.616421 0.173855 -0.32 -0.19 -0.07
O 1.108555 -1.423280 0.360310 0.15 -0.11 0.00
C 0.922350 -0.021098 0.637116 0.13 0.33 0.07
C 1.520641 0.844291 -0.454152 0.00 0.00 -0.04
H -1.509522 1.720342 0.190528 0.00 -0.14 -0.05
H -2.542892 0.326463 -0.148438 0.14 0.05 -0.01
H -1.189186 0.700183 -1.224337 -0.05 0.00 0.16
H -0.977643 -0.212355 1.705180 0.06 0.00 -0.13
H -0.549111 -1.787924 -0.883792 0.04 0.04 0.14
H -0.682963 -2.452300 0.770060 0.06 0.11 -0.08
H 1.365483 0.240672 1.607319 -0.06 -0.04 -0.13
H 2.606227 0.704814 -0.479980 -0.15 0.02 0.03
H 1.312350 1.905431 -0.274893 0.02 -0.14 -0.01
H 1.124510 0.568733 -1.437034 0.04 0.04 0.14
```
Positions in Å, forces in eV/Å.

As for the structure (SMILES): C[C@@H]1OC[C@@H]1C. The total energy comes out at -271.7130 a.u. For the largest force on an atom, the calculation gives 0.4 eV Å⁻¹. The relative energy (zero: lowest compared OMol25 entry of this formula, charge and spin) comes out at 104.1 kJ/mol. The value obtained for the HOMO energy is -0.3499 hartree.

=====

Question: Look up the total energy of the first one.
Answer: -271.5422 a.u.